1.
2 unconnected molecules or ions with the total composition C15H22O6P at a distorted geometry, computed with the ωB97M-V functional and the def2-TZVPD basis.

Each line ends with the natural charge from an NBO analysis.
Cartesian coordinates (Å):
C -2.45499 -0.78892 -3.17460  -0.6193
C -1.61727 -1.45154 -2.10595  -0.0640
O -0.87203 -0.44945 -1.37364  -0.8304
P 0.66477 -0.73695 -0.98846  2.3743
C 0.67319 -1.05813 0.72562  -1.0760
C 1.24124 -2.24026 1.26926  0.7408
O 1.94204 -2.35011 2.27071  -0.7208
O 0.90182 -3.31804 0.46276  -0.5537
C 1.92025 -4.32011 0.37677  -0.0660
C 3.19801 -3.86451 -0.28052  -0.6531
O 1.38684 -1.66460 -1.89540  -1.1493
O 1.18793 0.80331 -1.03552  -0.8287
C 2.59073 0.99794 -1.33760  -0.0665
C 2.84121 2.44674 -1.68972  -0.6177
H -2.96065 -1.57381 -3.73822  0.1949
H -3.20716 -0.12980 -2.73504  0.2002
H -1.82061 -0.21523 -3.85760  0.2085
H -2.23885 -1.98227 -1.37718  0.1724
H -0.91372 -2.15818 -2.57078  0.2017
H 0.56192 -0.22424 1.37972  0.2022
H 2.14569 -4.65780 1.39571  0.1772
H 1.46560 -5.13150 -0.19853  0.1622
H 3.77678 -4.75246 -0.53560  0.1837
H 2.99992 -3.28203 -1.18650  0.2467
H 3.78350 -3.27604 0.43305  0.2140
H 3.19351 0.70463 -0.46401  0.1765
H 2.85137 0.34919 -2.18657  0.1940
H 3.91530 2.58075 -1.82941  0.1979
H 2.33438 2.69996 -2.62668  0.2023
H 2.50223 3.11294 -0.89300  0.2024
C -3.65184 3.77946 1.52856  -0.2031
C -2.31170 4.20145 1.54479  -0.2137
C -1.31883 3.32862 1.98669  -0.1807
C -1.65334 2.03179 2.41381  -0.1507
C -0.61177 1.03827 2.80298  0.4145
O -0.84552 -0.03845 3.33698  -0.4969
C -3.00117 1.63523 2.45135  -0.1583
C -3.99607 2.50254 2.00375  -0.2216
H -4.43065 4.43884 1.14228  0.2069
H -2.04950 5.20254 1.18727  0.2090
H -0.26611 3.62072 1.98371  0.2161
H 0.42143 1.39109 2.58186  0.1252
H -3.24424 0.63186 2.79770  0.2377
H -5.03364 2.16657 2.00523  0.2094

Charge = -1
2S+1 = 1
Frontier orbital gap = 5.72 eV
Energy relative to the best compared isomer or geometry (same formula, charge and spin) = 0.0 kJ/mol
DFT total energy = -37488.402 eV

***

2.
A molecular structure, C15H23BCoN6Si at a distorted geometry, computed with the ωB97M-V functional and the def2-TZVPD basis.

Each line ends with the natural charge from an NBO analysis.
Cartesian coordinates (Å):
H -2.28360 -4.21076 -0.55950  0.2170
N -2.77037 -2.28896 0.25605  -0.4401
B -3.61429 0.14884 0.51765  0.5635
N -3.23860 -1.10429 -0.31207  -0.2997
C -3.48564 -1.33234 -1.62118  0.0377
Co -2.44617 -2.44139 1.99504  0.7499
H -3.94053 -0.58184 -2.25273  0.2367
C -3.09759 -2.63262 -1.94221  -0.3510
H -3.15966 -3.10474 -2.90889  0.2331
C -2.64993 -3.21653 -0.75774  -0.0243
H -4.77311 0.14349 0.80988  -0.0514
C 2.97414 1.91981 0.51229  -0.6302
H 3.86883 2.19733 1.08225  0.2057
H 2.16784 1.71408 1.22829  0.2244
H 2.66875 2.78957 -0.08349  0.2160
N -3.36112 1.38289 -0.40614  -0.3576
N -2.70477 0.31437 1.75436  -0.3023
N -2.18034 1.52488 -1.11714  -0.2899
N -2.18867 -0.75327 2.48439  -0.4308
C -4.20316 2.42349 -0.65493  -0.0384
C -2.41229 1.45338 2.41737  0.0261
H -5.19135 2.46467 -0.20462  0.2207
H -2.78201 2.40478 2.07721  0.2337
C -3.54752 3.29578 -1.52540  -0.3694
C -1.64677 1.15669 3.54136  -0.3515
C -2.28458 2.70191 -1.76941  -0.0612
C -1.51993 -0.22962 3.57043  -0.0289
H -3.92006 4.21893 -1.92463  0.2222
H -1.25112 1.85802 4.25554  0.2336
H -1.49466 3.10537 -2.39177  0.2059
H -1.02477 -0.86938 4.28166  0.2170
H 2.33793 0.78910 -0.94382  0.2158
C 6.28960 -2.14881 0.70204  -1.1077
Si 5.56827 -1.26086 -0.77866  1.5600
C 6.91900 -0.28182 -1.64193  -1.0995
C 4.95370 -2.63534 -1.89911  -1.1051
C 4.27598 -0.05275 -0.32731  -0.3351
C 3.24144 0.73853 -0.34806  -0.2802
H 7.38065 -2.25584 0.61628  0.2383
H 5.85496 -3.15503 0.79210  0.2349
H 6.05832 -1.58217 1.61220  0.2412
H 7.90307 -0.75718 -1.53339  0.2334
H 6.70794 -0.15812 -2.71281  0.2377
H 6.96450 0.71742 -1.18696  0.2398
H 4.57625 -3.47120 -1.29222  0.2328
H 4.13617 -2.28068 -2.53989  0.2389
H 5.75183 -3.03080 -2.54393  0.2382

Charge = 0
2S+1 = 4
Expectation value of S² = 3.79
Frontier orbital gap (alpha / beta) = 7.44 / 7.35 eV
Energy relative to the best compared isomer or geometry (same formula, charge and spin) = 25.8 kJ/mol
DFT total energy = -71047.002 eV

***

3.
A molecular structure, C15H23BeF3NO2P at a distorted geometry, computed with the ωB97M-V functional and the def2-TZVPD basis.

Each line ends with the natural charge from an NBO analysis.
Cartesian coordinates (Å):
C -2.60129 0.27444 -2.93052  -0.2184
C -2.35468 -0.92376 -2.27185  -0.2162
C -1.65928 -0.95104 -1.04904  0.0004
C -1.32036 0.26926 -0.45577  -0.6387
C -1.43801 1.45016 -1.17539  -0.0592
C -2.12271 1.47797 -2.40337  -0.2312
C -1.44839 -2.31626 -0.41876  -0.4483
C -0.07372 -3.07761 -0.44388  -0.1816
N 1.18003 -2.40579 -0.58591  -0.4774
Be -0.70163 0.58152 1.20731  1.5702
C -0.76363 2.70741 -0.65945  -0.7444
P 0.78833 2.30634 0.23071  1.3215
H -2.70413 -1.86760 -2.70451  0.2068
H -2.25371 2.43137 -2.91978  0.2008
H -3.16299 0.28073 -3.85829  0.2110
H -1.39406 3.22753 0.08156  0.2507
H -0.52379 3.40759 -1.48020  0.2481
H -1.77436 -2.29200 0.63082  0.2389
H -2.12891 -3.00477 -0.94735  0.1980
H -0.00122 -3.60948 0.51714  0.2090
C 1.58624 3.59520 1.19287  -0.9720
C 1.91457 2.00455 -1.18696  -1.0093
H -0.12428 -3.83647 -1.25353  0.1648
C 1.56667 -1.77241 -1.81063  -0.3943
C 2.13328 -2.40931 0.49826  -0.3859
H -0.17638 1.85244 1.58634  -0.5052
H 2.09238 -2.46691 -2.49750  0.1644
H 0.68410 -1.37383 -2.33218  0.2062
H 2.26190 -0.94394 -1.59525  0.1792
H 2.87013 -3.23342 0.41010  0.1648
H 2.69640 -1.46143 0.50903  0.1751
H 1.60702 -2.52842 1.45557  0.2049
H 2.11368 2.93289 -1.73661  0.2302
H 2.86702 1.59774 -0.83417  0.2399
H 1.48092 1.28443 -1.88727  0.2664
H 1.70559 4.52108 0.61529  0.2640
H 0.97461 3.79999 2.07975  0.2724
H 2.57720 3.24855 1.51242  0.2686
H 0.90732 0.93137 0.74240  -0.0896
F -0.94830 -0.55303 5.45223  -0.3012
C -0.63783 -0.14376 4.20670  0.8794
F -1.30648 1.03605 3.95299  -0.3343
F 0.69606 0.15387 4.15830  -0.3280
C -0.98560 -1.18675 3.10751  0.7101
O -1.44502 -2.27457 3.38051  -0.5461
O -0.65274 -0.73992 1.91038  -0.9644

Charge = 0
2S+1 = 1
Frontier orbital gap = 7.51 eV
Energy relative to the best compared isomer or geometry (same formula, charge and spin) = 0.0 kJ/mol
DFT total energy = -39354.721 eV

***

Please write out number 3 again, unchanged.
A molecular structure, C15H23BeF3NO2P at a distorted geometry, computed with the ωB97M-V functional and the def2-TZVPD basis.

Each line ends with the natural charge from an NBO analysis.
Cartesian coordinates (Å):
C -2.60129 0.27444 -2.93052  -0.2184
C -2.35468 -0.92376 -2.27185  -0.2162
C -1.65928 -0.95104 -1.04904  0.0004
C -1.32036 0.26926 -0.45577  -0.6387
C -1.43801 1.45016 -1.17539  -0.0592
C -2.12271 1.47797 -2.40337  -0.2312
C -1.44839 -2.31626 -0.41876  -0.4483
C -0.07372 -3.07761 -0.44388  -0.1816
N 1.18003 -2.40579 -0.58591  -0.4774
Be -0.70163 0.58152 1.20731  1.5702
C -0.76363 2.70741 -0.65945  -0.7444
P 0.78833 2.30634 0.23071  1.3215
H -2.70413 -1.86760 -2.70451  0.2068
H -2.25371 2.43137 -2.91978  0.2008
H -3.16299 0.28073 -3.85829  0.2110
H -1.39406 3.22753 0.08156  0.2507
H -0.52379 3.40759 -1.48020  0.2481
H -1.77436 -2.29200 0.63082  0.2389
H -2.12891 -3.00477 -0.94735  0.1980
H -0.00122 -3.60948 0.51714  0.2090
C 1.58624 3.59520 1.19287  -0.9720
C 1.91457 2.00455 -1.18696  -1.0093
H -0.12428 -3.83647 -1.25353  0.1648
C 1.56667 -1.77241 -1.81063  -0.3943
C 2.13328 -2.40931 0.49826  -0.3859
H -0.17638 1.85244 1.58634  -0.5052
H 2.09238 -2.46691 -2.49750  0.1644
H 0.68410 -1.37383 -2.33218  0.2062
H 2.26190 -0.94394 -1.59525  0.1792
H 2.87013 -3.23342 0.41010  0.1648
H 2.69640 -1.46143 0.50903  0.1751
H 1.60702 -2.52842 1.45557  0.2049
H 2.11368 2.93289 -1.73661  0.2302
H 2.86702 1.59774 -0.83417  0.2399
H 1.48092 1.28443 -1.88727  0.2664
H 1.70559 4.52108 0.61529  0.2640
H 0.97461 3.79999 2.07975  0.2724
H 2.57720 3.24855 1.51242  0.2686
H 0.90732 0.93137 0.74240  -0.0896
F -0.94830 -0.55303 5.45223  -0.3012
C -0.63783 -0.14376 4.20670  0.8794
F -1.30648 1.03605 3.95299  -0.3343
F 0.69606 0.15387 4.15830  -0.3280
C -0.98560 -1.18675 3.10751  0.7101
O -1.44502 -2.27457 3.38051  -0.5461
O -0.65274 -0.73992 1.91038  -0.9644

Charge = 0
2S+1 = 1
Frontier orbital gap = 7.51 eV
Energy relative to the best compared isomer or geometry (same formula, charge and spin) = 0.0 kJ/mol
DFT total energy = -39354.721 eV